C8H12 | ωB97M-V/def2-TZVPD

Results
DFT total energy	-8486.1372	eV
spin multiplicity	1
net charge	0
energy above the lowest of the compared OMol25 structures with the same formula, charge and spin	79.4	kcal/mol
gap between HOMO and LUMO	0.3119	hartree

Each line ends with the Mulliken charge.
Positions of all 20 atoms, in Å:
H  -3.93130  0.42885  -0.57864  0.2448
H  0.50137  0.40836  -2.18777  0.3564
H  1.42200  1.70389  1.44540  0.2966
H  -1.36779  0.53436  -1.30473  0.1531
H  2.11898  0.93322  -1.44383  0.4383
C  -0.62499  0.19724  0.60047  -0.7206
H  1.27803  -3.06370  -0.53527  0.2940
H  -0.36350  -2.98614  0.22743  0.2492
H  -0.56311  0.16689  1.64384  0.5056
C  0.54623  -1.17652  -0.00327  -0.1868
H  1.59139  -0.00714  2.01947  0.2729
H  -3.32948  0.17958  1.04657  0.3292
C  0.97561  0.92440  -1.33601  -1.5828
H  0.58489  1.99305  -1.27095  0.2952
C  1.81306  0.65072  1.09548  -1.4628
C  0.54249  -2.48424  -0.08271  -0.9222
C  -1.75171  0.29989  -0.29913  -0.0254
C  -3.06390  0.27504  0.07801  -0.9786
C  0.81569  0.23802  0.03213  1.9645
H  2.80604  0.78423  0.85352  0.4794

Cartesian forces, eV/Å:
H 0.79 -0.05 -0.11
H 0.33 0.16 0.52
H 0.89 -1.67 -0.56
H -1.04 -0.40 0.21
H -1.64 0.24 -0.56
C 2.77 -2.72 -2.16
H 1.47 -0.80 -0.61
H -0.04 -0.29 0.07
H -0.83 -0.02 1.43
C -1.61 1.53 1.02
H 0.96 0.90 -1.42
H -0.55 -0.52 3.19
C 1.63 1.03 0.58
H 0.60 -1.28 -0.15
C -4.24 1.60 2.98
C -1.81 1.44 0.52
C -1.18 0.60 0.53
C 1.67 0.58 -3.70
C -0.30 0.03 -1.08
H 2.15 -0.35 -0.69